A) Entry from the Open Molecules 2025 dataset: a cluster of 2 separate species, C4H10NO in total (the ωB97M-V functional and the def2-TZVPD basis).

XYZ file:
```
16
Properties=species:S:1:pos:R:3:lowdin_charge:R:1
C -1.79734 1.46988 -0.43824 -0.09
C -1.02799 0.77138 0.64876 -0.08
C 0.34671 0.80171 0.79706 -0.01
N 0.73350 -0.08027 1.91887 0.02
C 1.79743 -0.87684 2.07336 0.22
H -1.43247 2.46186 -0.79635 0.09
H -2.89342 1.83926 -0.15403 0.13
H -1.94435 0.65137 -1.23155 0.12
H -1.62008 0.13471 1.20322 0.09
H 1.07542 0.80995 0.03094 0.12
H 0.00696 -0.23574 2.62180 0.16
H 2.49129 -0.69693 1.33986 0.08
H 1.70559 -1.62636 2.94186 0.16
H 0.44642 -2.45108 -3.93666 0.08
H 0.99404 -1.03344 -3.64601 0.01
O 1.11828 -1.93948 -3.37290 -0.10
```

The charge is +1. The calculation puts the frontier orbital gap at 8.73 eV. Its molar mass is 88.13 g mol⁻¹. The LUMO energy is -5.427 eV. As for the spin multiplicity: 1.

***

B) Entry from the Open Molecules 2025 dataset: a cluster of 2 separate species, C4H10NO in total (the ωB97M-V functional and the def2-TZVPD basis).

XYZ file:
```
16
Properties=species:S:1:pos:R:3:lowdin_charge:R:1
C 1.00456 -1.29309 0.00028 -0.07
C 0.68619 0.14041 -0.36388 -0.34
C 1.72053 1.14734 0.06655 -0.02
C -2.31420 -0.33502 -0.03745 0.06
N -0.08495 -0.57728 0.54516 0.00
O -2.37304 0.91486 -0.17177 0.14
H 0.71548 -2.14488 -0.52553 0.10
H 1.88600 -1.53290 0.64246 0.15
H 0.24541 0.17971 -1.33455 0.13
H 1.75529 1.99053 -0.61343 0.08
H 2.67902 0.59573 0.28928 0.11
H 1.31218 1.61088 0.94993 0.08
H -2.23613 -1.08204 -0.88344 0.15
H -2.95620 -0.64313 0.82728 0.15
H -0.10585 -0.32244 1.50265 0.13
H -1.93429 1.35129 -0.89354 0.15
```

The charge is +1. The calculation puts the frontier orbital gap at 9.58 eV. Its molar mass is 88.13 g mol⁻¹. The LUMO energy is -5.034 eV. As for the spin multiplicity: 1.

***

C) Entry from the Open Molecules 2025 dataset: a cluster of 3 separate species, C4H10NO in total (the ωB97M-V functional and the def2-TZVPD basis).

XYZ file:
```
16
Properties=species:S:1:pos:R:3:lowdin_charge:R:1
O -1.44226 0.92659 1.76269 0.09
C -1.54114 0.70679 0.39923 0.05
C -0.52309 -0.09037 -0.07648 -0.35
N 0.78610 0.15702 0.47838 -0.04
C 1.52943 1.04515 -0.41216 -0.13
C -0.74259 -1.33284 -0.73472 0.16
H -2.20435 1.40147 -0.05921 0.16
H 2.66138 -1.16320 -0.93046 0.23
H 1.31489 -0.73573 0.27421 0.06
H -2.35747 0.73830 2.04973 0.15
H 2.45740 1.40406 -0.01530 0.09
H 1.63969 0.59645 -1.41288 0.07
H 0.93614 1.93125 -0.48674 0.08
H -0.08888 -2.17096 -0.71564 0.04
H -0.89930 -2.11956 1.37089 0.25
H -1.52596 -1.29441 -1.49154 0.10
```

The charge is +1. The calculation puts the frontier orbital gap at 3.70 eV. Its molar mass is 88.13 g mol⁻¹. The LUMO energy is -8.571 eV. As for the spin multiplicity: 1.

***

Q: Which of them is the most stable? A: A).